a.
Here is 2 unconnected molecules or ions with the total composition C4H10N from the OMol25 dataset. Energies are from ωB97M-V/def2-TZVPD.

XYZ file:
```
15
Properties=species:S:1:pos:R:3:nbo_charge:R:1
C -2.403 0.732 0.941 -0.340
C -1.158 1.226 1.258 -0.478
H -2.683 -0.064 0.311 0.203
H -3.184 1.471 1.372 0.222
H -0.423 0.548 1.646 0.189
H -1.095 2.308 1.453 0.218
C 1.327 -1.244 0.323 -0.443
C 0.820 0.271 -1.497 0.158
N 1.233 -0.909 -1.103 -0.434
H 0.376 -1.689 0.682 0.251
H 2.142 -1.984 0.360 0.256
H 1.551 -0.340 0.951 0.250
H -0.115 0.835 -1.143 0.272
H 1.525 0.781 -2.264 0.236
H 1.754 -1.423 -1.794 0.441
```

Results
LUMO: -6.2 eV
Frontier orbital gap: 6.66 eV
Charge: +1
HOMO level: -0.4714 Eh

***

b.
Here is 2 unconnected molecules or ions with the total composition C4H10N from the OMol25 dataset. Energies are from ωB97M-V/def2-TZVPD.

XYZ file:
```
15
Properties=species:S:1:pos:R:3:nbo_charge:R:1
C -0.537 1.162 0.563 -0.441
C 0.827 1.663 0.130 -0.463
C 0.320 0.384 -0.380 0.256
C -0.482 -2.409 1.694 -0.487
N 0.239 0.172 -1.871 -0.739
H -0.820 0.788 1.567 0.281
H -1.364 1.720 0.180 0.239
H 0.649 2.508 -0.695 0.224
H 1.677 1.790 0.769 0.273
H -0.949 -2.878 0.872 0.155
H 0.607 -2.426 1.553 0.168
H -0.976 -2.361 2.616 0.183
H -0.386 -0.622 -2.125 0.450
H 1.054 -0.372 -2.307 0.456
H 0.141 0.881 -2.568 0.448
```

Results
LUMO (spin up / spin down): -4.0 / -5.7 eV
Frontier orbital gap (spin up / spin down): 10.55 / 6.43 eV
Charge: +1
HOMO level (spin up / spin down): -0.5330 / -0.4469 Eh

***

c.
Here is 2 unconnected molecules or ions with the total composition C4H10N from the OMol25 dataset. Energies are from ωB97M-V/def2-TZVPD.

XYZ file:
```
15
Properties=species:S:1:pos:R:3:nbo_charge:R:1
C 1.027 1.759 -1.137 -0.390
C -0.306 1.918 -0.885 -0.425
H 1.413 1.001 -1.851 0.195
H 1.774 2.404 -0.629 0.235
H -1.084 1.485 -1.495 0.212
H -0.618 2.545 -0.014 0.230
C -0.603 -1.667 0.767 -0.079
C -0.580 -1.096 1.954 -0.325
N 0.220 -1.146 -0.356 -0.740
H -1.310 -2.398 0.414 0.234
H -1.221 -1.364 2.777 0.254
H 0.080 -0.312 2.235 0.220
H 0.195 -0.103 -0.296 0.478
H 1.150 -1.540 -0.204 0.450
H -0.136 -1.485 -1.280 0.452
```

Results
LUMO: -3.5 eV
Frontier orbital gap: 10.95 eV
Charge: +1
HOMO level: -0.5314 Eh

***

d.
Here is 2 unconnected molecules or ions with the total composition C4H10N from the OMol25 dataset. Energies are from ωB97M-V/def2-TZVPD.

XYZ file:
```
15
Properties=species:S:1:pos:R:3:nbo_charge:R:1
C 1.521 1.118 -2.818 -0.397
C 1.570 0.436 -3.951 -0.364
H 2.021 2.050 -2.596 0.202
H 0.805 0.770 -2.078 0.163
H 2.207 0.673 -4.791 0.206
H 0.799 -0.309 -4.105 0.192
C -0.572 -1.225 1.486 -0.447
C -1.746 0.191 3.047 0.147
N -0.684 -0.426 2.713 -0.379
H -1.416 -1.911 1.443 0.249
H -0.692 -0.547 0.640 0.248
H 0.367 -1.762 1.444 0.260
H -2.610 0.306 2.402 0.236
H -1.732 0.748 3.979 0.234
H 0.161 -0.112 3.186 0.451
```

Results
LUMO: -5.8 eV
Frontier orbital gap: 6.60 eV
Charge: +1
HOMO level: -0.4551 Eh

***

Among the structures above, stability is greatest for c.